(1)
# C28H46F6N7O6

3 unconnected molecules or ions with the total composition C28H46F6N7O6 (ωB97M-V/def2-TZVPD, OMol25).

```
93
Properties=species:S:1:pos:R:3:forces:R:3
F 7.757 2.336 -0.599 0.0 0.0 0.0
F 7.592 4.493 -0.516 0.0 0.0 0.0
F 2.832 -10.320 -1.712 0.0 0.0 0.0
F 3.553 -8.844 -0.305 0.0 0.0 0.0
F 8.420 3.399 1.163 0.0 0.0 0.0
F 4.596 -9.148 -2.174 0.0 0.0 0.0
O 2.577 -8.152 -3.574 0.0 -0.1 0.1
O -1.483 4.786 -0.216 -0.1 -0.4 0.4
O 5.942 4.095 1.796 0.1 0.0 -0.1
O 5.245 2.504 0.362 0.0 -0.1 -0.1
O -1.502 1.268 -2.210 0.1 -0.1 -0.4
O 1.804 -7.292 -1.640 0.0 0.0 0.1
N -1.295 -3.608 2.475 -0.2 -0.1 -0.2
N -4.308 2.507 4.135 0.1 -0.4 -0.6
N -2.428 3.199 1.334 -0.4 0.3 0.3
N 1.244 4.917 2.894 -0.3 -0.7 -0.2
N -3.516 1.964 -0.153 -0.5 -0.1 -0.5
N -2.254 3.694 0.070 0.3 0.6 -1.2
N -3.691 1.300 2.085 -0.2 -0.5 0.1
C -3.237 2.117 1.141 0.5 0.2 0.7
C -4.480 0.142 1.628 0.3 -0.4 -0.3
C -2.905 2.937 -0.802 -0.2 -0.2 0.5
C -2.920 3.135 -2.263 0.6 -0.8 0.1
C 1.749 -7.242 -4.323 -0.2 0.3 -0.4
C 6.082 3.243 0.790 -0.2 0.1 0.2
C 0.366 -3.026 -1.547 0.1 0.0 0.1
C 4.645 4.111 2.416 -0.4 0.1 0.4
C -0.465 3.062 2.840 -0.1 0.0 -0.7
C -1.621 -1.459 -2.656 0.2 -0.5 0.1
C -1.618 2.517 -2.836 -0.5 0.8 -0.1
C -1.682 2.481 -4.360 0.3 0.2 0.0
C 4.501 2.972 3.405 0.2 -0.2 -0.1
C -1.762 3.818 2.465 1.1 -0.4 0.8
C -0.422 -0.868 -2.246 -0.5 0.0 -0.3
C -3.466 1.472 3.519 -0.6 0.8 0.3
C -3.592 -0.947 1.034 0.0 0.0 0.6
C 3.392 -9.111 -1.596 0.2 -0.1 0.1
C -0.244 0.627 -2.388 0.0 -0.4 0.8
C -0.834 -3.615 -1.942 0.0 0.3 -0.1
C -1.835 -2.831 -2.508 0.6 0.6 0.2
C 0.581 -1.657 -1.689 -0.6 -0.2 -0.2
C -2.773 -1.673 2.083 0.5 -0.3 0.1
C 2.385 -5.873 -4.411 0.2 0.0 0.2
C 7.498 3.365 0.199 0.2 -0.1 0.0
C 2.491 -8.053 -2.257 -0.1 0.1 -0.2
C -1.885 -2.736 1.451 0.3 0.0 0.3
C 0.781 3.687 2.215 0.2 -0.1 0.7
H -1.103 -2.263 0.855 -0.1 0.1 -0.3
H 3.546 3.039 3.929 0.0 0.0 0.0
H -3.377 -2.181 2.836 -0.3 0.1 0.0
H -1.226 -4.548 2.110 0.1 -0.1 0.1
H -1.487 4.831 2.193 -0.3 0.2 -0.2
H -1.161 3.349 -4.752 -0.1 0.2 -0.2
H -0.550 2.045 2.455 -0.1 -0.2 0.1
H -2.406 3.883 3.333 -0.4 0.0 -0.1
H -4.355 3.314 3.523 0.1 0.2 0.1
H 3.388 -5.940 -4.832 0.0 0.0 -0.1
H -2.107 -1.000 2.630 -0.1 0.3 0.1
H -1.161 1.617 -4.757 0.0 -0.2 0.0
H 1.832 4.602 3.656 0.1 0.3 0.2
H 0.444 5.353 3.338 0.1 0.3 0.0
H -2.102 5.475 -0.502 0.0 0.2 0.2
H -2.913 -0.523 0.298 -0.1 0.0 -0.4
H -2.420 1.659 3.728 0.1 0.1 0.0
H 1.504 -1.195 -1.371 0.1 -0.1 0.1
H 1.647 -7.683 -5.311 0.1 -0.1 0.1
H -2.409 -0.868 -3.092 0.0 0.3 0.0
H -5.234 0.451 0.913 -0.1 0.2 -0.1
H 1.571 2.947 2.313 0.2 0.0 -0.2
H 0.224 0.894 -3.333 0.0 0.0 -0.2
H 1.784 -5.217 -5.039 0.0 0.0 0.0
H 0.409 0.945 -1.570 0.2 0.2 -0.1
H -5.260 2.151 4.117 -0.1 0.1 0.3
H -4.976 -0.286 2.492 -0.2 0.2 0.2
H 4.575 5.068 2.928 0.2 0.1 -0.1
H -3.740 0.549 4.008 0.2 -0.3 -0.1
H -0.350 2.986 3.917 0.0 0.1 0.2
H 0.632 3.858 1.151 -0.1 0.1 -0.1
H -0.353 -3.323 2.701 0.0 0.1 0.1
H 1.140 -3.628 -1.092 0.0 -0.1 0.0
H -3.009 4.179 -2.539 -0.1 0.1 -0.2
H -2.780 -3.247 -2.812 -0.1 -0.2 -0.1
H -1.001 -4.672 -1.807 0.1 -0.1 0.0
H -0.811 3.195 -2.541 0.3 -0.2 0.2
H 2.471 -5.421 -3.423 -0.1 0.0 0.0
H 0.756 -7.196 -3.877 0.1 0.0 0.2
H 4.550 2.007 2.902 -0.1 0.0 0.0
H 3.868 4.088 1.654 0.1 -0.1 -0.1
H -4.239 -1.679 0.556 0.0 0.0 -0.3
H -2.486 -3.339 0.774 -0.1 -0.1 -0.1
H -3.750 2.537 -2.623 -0.3 0.2 -0.2
H -2.696 2.491 -4.748 -0.2 -0.1 0.0
H 5.305 3.002 4.140 -0.1 0.1 0.1
```
Forces are in eV/Å.

## Properties
HOMO: -0.41460 Eh
Molecular weight: 690.71 g mol⁻¹
Net charge: +1

***

(2)
# C6H12N2

A molecular structure, C6H12N2 (ωB97M-V/def2-TZVPD, OMol25).

```
20
Properties=species:S:1:pos:R:3:forces:R:3
N -1.324 -1.444 0.416 0.0 1.1 -0.8
N -0.320 1.416 1.055 -5.2 2.8 0.4
C 0.488 -1.250 -1.010 1.5 1.2 1.3
C 0.063 -1.265 1.230 -3.3 -2.7 2.1
C 0.966 -0.490 0.291 0.8 -0.3 4.1
C 0.101 0.664 -0.043 -2.3 -1.3 1.3
C 0.433 1.472 -1.128 3.4 6.4 -5.8
C -0.779 -0.464 -0.643 -3.6 -1.9 -2.0
H 1.806 -0.296 1.140 -0.3 -0.5 -3.0
H -0.452 -0.858 2.123 1.8 0.4 0.0
H 1.692 1.739 -1.069 -3.6 -0.5 -0.6
H 0.144 0.983 -2.505 0.9 1.8 4.4
H 0.601 -2.243 1.514 -1.2 1.1 -0.6
H -1.052 2.253 1.008 2.1 -2.8 -0.9
H -2.372 -1.350 0.876 4.1 0.6 -1.1
H -1.384 -0.196 -1.625 0.4 -0.5 2.4
H 0.196 1.675 1.816 2.4 -0.1 1.9
H 0.396 -2.302 -0.778 0.2 -0.3 -0.9
H 1.017 -0.879 -1.873 0.0 -0.5 -0.4
H -0.218 2.833 -0.793 1.9 -4.1 -1.8
```
Forces are in eV/Å.

## Properties
ΔE to the lowest compared entry with this formula, charge and spin: 8.6483 eV
HOMO: -0.29670 Eh
Molecular weight: 112.18 g mol⁻¹

***

(3)
# C30H48F15O10P

6 unconnected molecules or ions with the total composition C30H48F15O10P (ωB97M-V/def2-TZVPD, OMol25).

```
104
Properties=species:S:1:pos:R:3:forces:R:3
P -0.900 1.554 -5.489 -0.1 -0.1 0.4
F -4.378 4.578 -2.969 0.0 -0.2 0.1
F 0.529 8.240 2.017 0.0 -0.2 0.0
F 1.620 -7.218 2.587 -0.1 0.2 -0.2
F 0.182 6.600 0.642 0.0 0.0 0.3
F -1.550 -2.493 10.701 -0.1 0.2 -0.1
F -4.417 2.799 -4.195 0.0 0.0 0.3
F -3.461 -1.682 10.063 0.2 0.1 0.0
F -0.338 -6.379 2.182 0.2 0.0 -0.1
F 1.334 -5.064 2.592 0.0 -0.2 -0.1
F 1.827 6.498 2.047 -0.2 0.0 0.0
F -2.779 3.118 -2.805 -0.2 0.0 0.0
F -1.695 0.068 3.308 0.2 -0.1 -0.3
F -2.106 -0.473 11.249 0.0 -0.1 -0.2
F 0.031 1.318 3.634 0.0 -0.2 -0.2
F 0.222 -0.839 3.735 0.0 0.1 -0.3
O 1.173 0.538 1.367 -0.1 -0.2 0.3
O -5.866 1.875 -2.086 0.1 0.1 -0.2
O -4.323 2.771 -0.709 0.0 0.2 -0.2
O -1.459 5.813 2.654 0.1 0.1 -0.2
O -1.315 0.313 8.776 -0.1 0.0 0.2
O -0.828 -0.295 0.751 -0.2 0.0 0.3
O 2.523 -5.684 0.310 -0.1 -0.1 0.2
O 0.189 6.282 4.116 0.0 0.2 -0.2
O 0.569 -6.576 -0.368 -0.1 0.0 0.2
O -1.307 -1.848 8.144 -0.2 0.0 0.2
C 2.990 -5.629 -1.051 0.3 0.1 -0.5
C 0.557 6.903 1.886 0.4 0.2 -0.5
C -0.592 5.734 5.196 -0.2 -0.3 0.5
C -0.458 4.228 5.247 0.1 -0.1 -0.3
C -1.062 -0.020 -4.381 -0.2 0.1 -0.4
C 1.303 -6.178 0.487 0.3 0.1 -0.5
C 0.294 -2.730 -3.913 -0.9 0.0 -0.1
C -0.377 6.249 2.916 -0.2 -0.2 0.5
C 1.147 1.724 -0.745 -0.4 0.2 0.1
C -1.532 -0.845 8.982 0.2 0.0 -0.6
C -1.408 -1.285 -5.160 0.5 -0.6 0.6
C 2.466 -4.394 -1.751 -0.2 0.1 0.2
C 3.860 -0.252 -4.601 -0.1 0.2 0.1
C 0.755 -1.329 6.954 0.1 0.0 0.4
C -4.887 2.531 -1.885 -0.2 -0.2 0.6
C 0.815 -1.864 -6.310 -0.2 -0.1 0.7
C 2.257 -1.747 -5.799 -0.3 1.5 -1.9
C 4.914 0.122 -5.631 -0.2 -1.7 0.5
C -0.065 0.111 1.577 0.4 0.0 -0.5
C 2.568 -0.559 -4.928 0.7 -0.1 0.0
C -4.961 2.174 0.437 -0.2 -0.3 0.5
C 1.626 0.500 -0.001 0.4 0.2 -0.6
C -0.265 -2.321 -5.276 0.1 0.4 -0.3
C -2.168 -1.381 10.274 -0.2 -0.2 0.6
C -0.383 0.169 3.077 -0.3 0.2 0.9
C -0.747 -1.489 6.867 0.3 0.0 -0.6
C 4.308 -0.243 -3.152 -0.5 1.9 -0.4
C -4.525 0.734 0.611 0.1 0.0 -0.3
C 0.970 -6.207 1.987 -0.2 0.0 0.6
C -4.103 3.264 -2.984 0.3 0.3 -0.4
H 5.151 -0.736 -6.261 0.3 0.2 -0.4
H 1.001 -2.028 -3.482 0.3 0.0 -0.1
H 1.438 2.635 -0.220 0.1 0.0 0.0
H 1.026 -0.503 7.613 0.0 0.1 -0.1
H -1.870 0.181 -3.678 -0.1 0.2 0.1
H 2.588 -2.650 -5.298 -0.1 -0.2 0.2
H -0.783 2.758 -6.297 0.1 0.0 -0.2
H -0.867 3.769 4.347 -0.1 0.0 0.0
H 0.286 1.948 -4.783 -0.1 0.1 0.0
H -3.438 0.666 0.666 0.0 0.0 0.1
H 1.213 -2.232 7.361 0.0 -0.1 -0.1
H 0.592 3.940 5.312 0.0 0.0 0.1
H 0.487 -0.899 -6.689 0.2 0.2 -0.2
H 3.749 -0.963 -2.575 0.0 -0.2 0.2
H 4.189 0.754 -2.708 0.0 0.0 0.3
H 5.373 -0.450 -3.129 0.1 -0.2 0.1
H -4.950 0.318 1.524 0.0 0.0 0.0
H -0.160 -0.109 -3.776 0.1 -0.2 0.0
H 1.309 -0.419 -0.493 -0.2 0.0 0.2
H -0.873 0.752 -6.678 0.0 0.1 0.1
H 0.058 1.727 -0.812 0.0 0.0 -0.1
H 4.076 -5.600 -0.992 0.0 0.0 0.2
H 1.381 -4.419 -1.832 0.0 -0.1 -0.1
H 2.716 -6.538 -1.584 -0.2 0.0 0.1
H -0.986 3.825 6.111 0.0 0.0 0.0
H 2.714 0.492 0.042 0.0 0.0 0.3
H -0.553 -2.772 -3.227 0.0 -0.1 0.2
H 5.809 0.436 -5.106 0.2 0.0 -0.1
H 0.688 -3.738 -3.977 0.4 0.0 0.1
H 2.729 -3.498 -1.185 0.1 0.0 0.0
H 2.878 -1.644 -6.696 0.2 -0.3 -0.1
H -0.742 -3.208 -5.690 0.0 -0.2 0.0
H -1.750 -1.061 -6.175 -0.1 0.2 -0.1
H 1.790 0.092 -4.541 -0.4 -1.1 1.4
H -6.043 2.260 0.353 0.0 0.0 -0.2
H -1.633 6.041 5.104 0.0 0.0 -0.2
H -0.999 -2.302 6.190 -0.1 -0.1 0.2
H -4.849 0.122 -0.230 -0.1 0.0 0.0
H 4.523 0.941 -6.215 0.0 0.1 -0.3
H -4.649 2.770 1.292 0.1 0.1 -0.1
H 1.174 -1.136 5.970 0.0 0.0 0.0
H -1.226 -0.588 6.485 0.0 0.1 0.2
H 1.555 1.752 -1.755 0.0 -0.1 0.0
H 2.887 -4.313 -2.752 0.0 0.0 0.0
H -2.156 2.000 -5.006 0.1 0.1 -0.2
H -0.199 6.181 6.106 0.2 0.1 -0.1
H 0.800 -2.547 -7.153 0.0 -0.1 -0.2
H -2.232 -1.793 -4.658 -0.2 0.0 -0.1
```
Forces are in eV/Å.

## Properties
ΔE to the lowest compared entry with this formula, charge and spin: 1.3254 eV
HOMO: -0.27603 Eh
Molecular weight: 884.65 g mol⁻¹

***

(4)
# C4H6O

C4H6O in the gas phase (ωB97M-V/def2-TZVPD, OMol25).

```
11
Properties=species:S:1:pos:R:3:forces:R:3
O -3.177 -0.357 -0.034 0.3 0.0 -0.2
C 0.522 0.434 -0.157 -4.9 0.8 1.5
C -0.671 -0.217 0.048 -1.9 -3.4 -2.4
C 1.755 -0.312 0.022 3.9 1.8 -0.2
C -2.182 0.301 0.009 3.9 -0.4 0.6
H 2.201 -0.040 1.076 -1.1 -1.2 -1.7
H 0.275 1.527 -0.111 1.4 -0.6 -0.2
H 1.469 -1.335 -0.217 0.8 -0.2 0.6
H 2.693 0.042 -0.639 -2.3 -0.8 1.0
H -2.049 1.349 0.136 -1.3 1.8 -0.1
H -0.835 -1.393 -0.135 1.2 2.3 0.9
```
Forces are in eV/Å.

## Properties
ΔE to the lowest compared entry with this formula, charge and spin: 1.7439 eV
HOMO: -0.35747 Eh
Molecular weight: 70.09 g mol⁻¹

***

(5)
# C5H11N2S

A gas-phase ion, C5H11N2S (charge +1) (ωB97M-V/def2-TZVPD, OMol25).

```
19
Properties=species:S:1:pos:R:3:forces:R:3
S 3.176 -0.439 0.102 -1.9 1.6 0.4
N -0.137 1.875 0.045 -1.0 -2.1 1.6
N -0.060 -0.533 0.008 0.4 1.4 -0.6
C 1.332 1.807 -0.026 -1.3 2.7 -0.1
C -0.554 -0.813 1.335 -0.3 1.2 -0.2
C -0.745 0.620 -0.538 -1.3 0.9 0.3
C 0.322 -1.680 -0.756 -2.2 0.1 -2.2
C 1.961 0.539 0.144 1.5 -2.9 -1.1
H 1.482 2.367 -0.993 1.0 -1.1 0.6
H -0.954 0.630 -1.614 1.2 0.0 0.0
H -0.421 1.726 1.053 0.5 1.0 -1.3
H -1.589 -1.149 1.445 -0.3 0.7 -0.5
H -0.423 -2.490 -0.667 0.4 0.1 0.2
H -0.285 0.043 1.952 -0.4 -0.4 0.5
H 0.327 -1.431 -1.850 0.3 -0.1 1.0
H -1.791 0.594 -0.152 0.7 0.2 0.0
H 1.783 2.465 0.756 -0.4 -0.2 -0.4
H 1.279 -1.985 -0.441 1.3 -0.8 0.4
H -0.040 -1.653 1.572 1.9 -2.4 1.7
```
Forces are in eV/Å.

## Properties
ΔE to the lowest compared entry with this formula, charge and spin: 3.8736 eV
HOMO: -0.51010 Eh
Molecular weight: 131.22 g mol⁻¹
Net charge: +1

***

(6)
# C22H22N2O6S2

C22H22N2O6S2 in the gas phase (ωB97M-V/def2-TZVPD, OMol25).

```
54
Properties=species:S:1:pos:R:3:forces:R:3
S -1.100 2.596 1.129 0.0 0.2 0.0
S -1.770 5.360 0.191 0.1 0.0 0.2
O 1.165 -4.011 1.473 0.0 0.3 -0.1
O -1.322 0.170 -5.389 0.0 0.1 0.0
O 1.266 -0.230 4.486 0.1 -0.4 -0.3
O -2.508 1.026 -2.048 0.0 0.1 0.1
O 0.626 3.065 -1.961 0.1 -0.1 0.2
O 1.998 -2.862 3.965 0.1 0.4 -0.5
N -0.361 1.997 -3.712 -0.1 -0.3 -0.6
N -2.189 3.099 -1.139 -0.1 0.2 -0.1
C -1.174 4.181 -3.081 0.1 -0.1 0.3
C -2.489 3.793 -2.376 -0.2 0.1 -0.3
C -0.466 -0.275 -4.417 0.3 -0.2 0.2
C -1.725 3.748 -0.039 0.0 0.1 0.3
C 0.099 -2.041 0.957 -0.1 0.3 0.1
C 0.081 0.679 -3.545 0.0 -0.2 -0.1
C 1.852 -2.686 5.360 0.0 -0.1 0.5
C 1.721 -4.973 2.343 0.2 -0.4 0.2
C 1.283 -1.071 -2.419 0.0 -0.1 0.0
C -1.422 1.242 0.067 0.4 -0.7 0.5
C -0.182 3.038 -2.866 -0.1 0.7 -0.3
C 0.927 1.113 4.747 0.0 0.2 0.1
C 0.962 0.269 -2.555 0.1 0.1 0.0
C -0.299 -0.727 1.188 0.5 -0.6 0.6
C -0.137 -1.610 -4.272 -0.1 0.1 -0.1
C 0.836 -0.802 3.323 0.0 -0.1 0.0
C 0.852 -2.753 1.883 0.0 0.2 0.2
C 0.734 -2.011 -3.271 0.0 -0.1 0.1
C -1.054 -0.054 0.172 -0.6 0.9 -0.6
C 1.228 -2.142 3.094 -0.1 -0.1 0.0
C 0.076 -0.121 2.390 0.0 0.1 -0.1
C -2.092 1.717 -1.143 -0.4 -0.7 -0.4
H 1.777 -5.885 1.748 0.0 0.0 0.1
H -1.682 -0.586 -5.864 0.0 0.1 0.1
H 0.978 -3.056 -3.162 0.0 -0.1 0.0
H -1.358 4.372 -4.137 0.0 0.0 -0.1
H -0.571 -2.340 -4.943 0.0 -0.1 -0.1
H 2.422 -1.829 5.721 -0.1 -0.1 0.0
H -3.085 4.680 -2.152 0.1 -0.1 0.0
H 1.393 1.346 5.703 -0.1 0.0 -0.1
H 2.721 -4.691 2.676 -0.1 -0.1 0.0
H 1.959 -1.378 -1.636 0.1 0.0 0.1
H -3.068 3.092 -2.982 0.0 0.1 0.1
H -1.352 -0.664 -0.674 0.0 0.0 -0.1
H -0.166 -2.541 0.040 -0.1 -0.1 -0.1
H 0.803 -2.568 5.642 0.0 0.0 0.0
H -1.079 2.070 -4.422 0.1 0.2 0.2
H 1.082 -5.148 3.212 0.0 0.0 0.0
H 2.247 -3.600 5.806 -0.1 0.0 0.0
H -0.761 5.075 -2.614 0.0 -0.1 -0.1
H -0.156 1.247 4.830 0.0 0.0 0.0
H 1.320 1.784 3.978 0.0 0.0 0.0
H 1.383 1.002 -1.888 0.0 0.1 0.0
H -0.225 0.893 2.583 0.0 0.0 0.2
```
Forces are in eV/Å.

## Properties
ΔE to the lowest compared entry with this formula, charge and spin: 0.0926 eV
HOMO: -0.28929 Eh
Molecular weight: 474.56 g mol⁻¹